15
Properties=species:S:1:pos:R:3 method="wB97M-V/def2-TZVPD" homo_ev="-13.82 / -13.82" e_lumo_ev="-4.713 / -4.712" e_tot_ev=-7262.27080 charge=+1 e_above_lowest_kj_mol=566.5 spin_multiplicity=1 gap_ha="0.3347 / 0.3348"
C -0.8954 1.6481 -0.9397
C -0.1716 1.4097 0.3231
C -0.3141 0.0801 -0.4401
C 1.2993 -2.8036 -0.8299
N -0.3934 0.6003 -1.6358
N -0.8107 1.5904 1.6680
H -1.8591 2.0982 -1.1094
H 0.8678 1.7216 0.3206
H 0.9313 -1.8738 -0.3925
H 0.9928 -3.6434 -0.2210
H 2.3789 -2.7709 -0.8951
H 0.8823 -2.9026 -1.8250
H -0.1934 2.0837 2.3272
H -1.0155 0.6539 2.0530
H -1.6990 2.1082 1.5965